# 1
This record from OMol25 describes one molecule with the formula C6H10O in a non-equilibrium geometry. The level of theory is ωB97M-V/def2-TZVPD.

Geometry as XYZ:
```
17
Properties=species:S:1:pos:R:3:forces:R:3
C -3.6159 0.4256 -0.1435 2.20 5.65 2.21
C -2.5255 -0.3817 0.5418 2.66 4.22 0.03
C -1.0710 0.1212 0.1634 1.54 -4.08 -0.08
C 0.1269 -0.6079 0.1751 -4.24 0.84 1.20
C 1.3540 0.1626 0.1216 1.03 -0.05 0.61
C 2.4594 -0.3863 -0.4043 0.37 1.81 0.48
O 3.5913 0.4585 -0.5080 1.08 -1.59 1.89
H -3.9380 0.0308 -1.0183 -1.78 -1.51 -2.22
H -3.1411 1.4598 -0.5516 -0.42 -2.21 0.63
H -4.3168 1.0108 0.5295 0.02 -1.81 -0.69
H -2.5938 -1.3672 0.3197 -0.27 -3.16 -0.22
H -2.4266 -0.1629 1.6047 -0.90 -0.50 0.26
H -0.9198 1.1005 -0.1681 -0.32 1.78 -0.09
H 0.0938 -1.6956 0.4606 0.29 1.11 -0.52
H 1.3678 1.1687 0.7104 0.19 -1.75 -1.71
H 2.5591 -1.4105 -0.7996 -0.17 0.63 0.11
H 4.2183 0.1968 0.2520 -1.27 0.62 -1.87
```
Positions in Å, forces in eV/Å.

Results
lowest unoccupied orbital energy: 1.0 eV
frontier orbital gap: 9.29 eV
net charge: 0
structure (SMILES): CC/C=C/C=C/O
relative energy (zero: lowest compared OMol25 entry of this formula, charge and spin): 2.765 eV
E: -309.74076 hartree
HOMO: -8.31 eV

# 2
This record from OMol25 describes a 2-piece molecular cluster, C6H10O overall in a non-equilibrium geometry. The level of theory is ωB97M-V/def2-TZVPD.

Geometry as XYZ:
```
17
Properties=species:S:1:pos:R:3:forces:R:3
C -2.0413 -2.1316 -0.3030 -0.21 -0.25 0.16
C -1.7828 -0.8459 -0.1167 0.68 0.82 -0.36
C -0.4588 -0.1971 0.0392 -0.34 -1.59 1.36
C 0.6165 -0.9233 0.4005 -0.61 1.28 0.72
C 1.8746 -0.2708 0.7502 -0.47 -0.75 0.10
C 2.9437 -0.9631 1.1290 0.33 0.56 0.75
H -3.0604 -2.4520 -0.4529 -0.11 -0.08 0.08
H -1.2971 -2.9183 -0.2700 0.12 0.14 -0.22
H -2.5833 -0.1289 -0.1235 -0.51 0.02 -0.10
H -0.4641 0.8603 0.2509 0.20 0.42 -0.85
H 0.4365 -1.9441 0.7116 0.48 -0.38 -0.64
H 1.8307 0.8128 0.7766 0.41 0.04 -0.46
H 2.8878 -2.0102 1.4005 0.04 -0.15 -0.59
H 3.8653 -0.4499 1.3809 -0.03 -0.07 0.05
O -0.9786 3.9530 -1.4231 -0.29 -0.53 -0.06
H -0.0986 3.6211 -1.6342 -0.08 0.42 0.10
H -0.9320 4.8779 -1.1799 0.38 0.08 -0.03
```
Positions in Å, forces in eV/Å.

Results
lowest unoccupied orbital energy: 0.4 eV
frontier orbital gap: 8.66 eV
net charge: 0
structure (SMILES): C=C/C=C/C=C.O
relative energy (zero: lowest compared OMol25 entry of this formula, charge and spin): 1.905 eV
E: -309.77237 hartree
HOMO: -8.24 eV

# 3
This record from OMol25 describes C6H10O as an isolated structure. The level of theory is ωB97M-V/def2-TZVPD.

Geometry as XYZ:
```
17
Properties=species:S:1:pos:R:3:forces:R:3
C -2.1831 -0.1860 0.5550 0.06 0.10 -0.17
C -0.7104 -0.2460 0.7980 -0.22 0.32 -0.11
O -0.2060 -1.5861 0.7685 0.19 -0.09 0.32
C 0.9492 -1.0684 0.1537 0.65 -0.10 0.06
C 0.7150 -0.8246 -1.2739 0.18 -0.13 -0.10
C 0.3333 0.2528 -0.2654 0.12 -0.05 0.16
C 1.1841 1.5165 -0.2771 0.03 0.00 0.19
H -2.4510 0.8726 0.5660 -0.38 -0.12 -0.07
H -2.3397 -0.6189 -0.4353 -0.34 0.14 0.06
H -2.7613 -0.7540 1.2996 0.24 0.27 -0.18
H -0.4065 0.1357 1.7870 -0.25 0.46 -0.30
H 1.8496 -0.9629 0.7470 0.37 -0.85 -0.31
H 1.6640 -0.6239 -1.7626 -0.32 0.36 -0.33
H 0.0097 -1.4192 -1.8600 0.20 0.09 0.41
H 1.1692 2.1420 -1.1894 -0.46 -0.50 0.29
H 0.9521 2.1742 0.5668 0.04 -0.12 -0.02
H 2.2317 1.1962 -0.1779 -0.10 0.21 0.10
```
Positions in Å, forces in eV/Å.

Results
lowest unoccupied orbital energy: 1.1 eV
frontier orbital gap: 10.16 eV
net charge: 0
relative energy (zero: lowest compared OMol25 entry of this formula, charge and spin): 2.281 eV
E: -309.75856 hartree
HOMO: -9.09 eV

# 4
This record from OMol25 describes C6H10O as an isolated structure in a non-equilibrium geometry. The level of theory is ωB97M-V/def2-TZVPD.

Geometry as XYZ:
```
17
Properties=species:S:1:pos:R:3:forces:R:3
C 1.3798 -0.2663 -0.9887 2.40 -3.71 1.50
C 0.8021 -1.0971 -1.8383 -1.23 0.90 -0.21
C 1.0098 0.9399 -0.2865 -0.37 2.10 -4.71
C 0.0076 0.8476 0.8200 -0.71 0.89 -0.05
C -1.4426 0.4742 0.5445 -0.38 0.12 -0.33
C -1.1873 -0.6835 1.4865 -0.26 -0.66 0.05
O 0.1890 -0.3209 1.6372 0.42 -0.15 0.17
H 2.2478 -0.7372 -0.6332 1.76 -0.44 0.79
H 0.9378 1.1817 -1.6249 -1.61 1.43 3.40
H -0.1004 -0.7044 -2.2481 -1.00 -0.37 -0.74
H 1.1337 -2.1005 -2.0917 0.20 0.46 0.04
H 1.7702 1.6840 -0.0855 0.63 -0.62 0.27
H 0.0831 1.7387 1.4489 0.14 0.06 -0.08
H -2.1950 1.1822 0.8835 0.05 0.10 -0.14
H -1.6146 0.1938 -0.4905 -0.15 -0.04 -0.01
H -1.7438 -0.6590 2.4293 0.16 0.03 -0.02
H -1.2772 -1.6733 1.0374 -0.06 -0.09 0.07
```
Positions in Å, forces in eV/Å.

Results
lowest unoccupied orbital energy: 1.1 eV
frontier orbital gap: 10.03 eV
net charge: 0
relative energy (zero: lowest compared OMol25 entry of this formula, charge and spin): 4.063 eV
E: -309.69307 hartree
HOMO: -8.94 eV

# 5
This record from OMol25 describes one molecule with the formula C6H10O. The level of theory is ωB97M-V/def2-TZVPD.

Geometry as XYZ:
```
17
Properties=species:S:1:pos:R:3:forces:R:3
C 1.8797 0.5605 -0.0302 0.22 0.11 0.12
C 0.9637 -0.6460 0.0077 0.02 0.17 -0.05
C -0.1469 -0.7372 1.1131 -0.09 -0.02 0.18
C -1.2146 -0.3839 0.0551 0.11 0.00 0.12
O -2.4885 -0.9121 0.0001 -0.29 -0.06 0.23
C -0.8963 0.9505 -0.4876 -0.19 -0.04 -0.21
C -0.1477 -0.3437 -0.9821 -0.04 0.26 -0.24
H 2.2810 0.6717 -1.0466 0.13 -0.16 0.22
H 2.7019 0.5745 0.6869 -0.09 -0.01 0.04
H 1.2051 1.4075 0.0947 0.80 0.21 0.31
H 1.5168 -1.5875 -0.1159 -0.36 0.20 -0.17
H -0.0336 -0.0574 1.9673 -0.14 -0.09 -0.10
H -0.2994 -1.7575 1.4732 0.14 0.10 -0.04
H -3.0566 -0.2017 0.3240 -0.17 -0.34 -0.09
H -1.4983 1.3796 -1.2782 -0.39 -0.33 0.05
H -0.6138 1.7094 0.2530 0.56 -0.31 -0.59
H -0.1524 -0.6269 -2.0345 -0.22 0.29 0.21
```
Positions in Å, forces in eV/Å.

Results
lowest unoccupied orbital energy: 0.9 eV
frontier orbital gap: 10.56 eV
net charge: 0
structure (SMILES): C[C@H]1C[C@@]2(O)C[C@@H]12
relative energy (zero: lowest compared OMol25 entry of this formula, charge and spin): 1.884 eV
E: -309.77313 hartree
HOMO: -9.62 eV

# 6
This record from OMol25 describes one molecule with the formula C6H10O. The level of theory is ωB97M-V/def2-TZVPD.

Geometry as XYZ:
```
17
Properties=species:S:1:pos:R:3:forces:R:3
C 0.3794 1.4318 0.2402 0.11 -0.09 0.04
C 1.4429 0.6450 0.3973 -0.16 0.10 -0.02
C 1.6143 -0.7324 -0.1913 0.26 0.07 0.02
O 0.4281 -1.4112 -0.5481 -0.02 -0.02 -0.07
C -0.6387 -1.2672 0.3716 -0.17 0.03 0.13
C -1.5896 -0.1707 -0.1087 -0.04 0.00 -0.02
C -0.8212 1.0700 -0.6051 0.00 0.03 -0.04
H 0.3747 2.3929 0.7503 0.00 -0.09 -0.09
H 2.2756 0.9824 1.0132 -0.12 0.00 -0.08
H 2.1968 -1.3391 0.5201 -0.09 0.02 -0.03
H 2.2056 -0.6731 -1.1133 0.00 -0.01 0.11
H -0.2616 -1.0311 1.3742 0.03 -0.01 -0.12
H -1.1440 -2.2360 0.4463 -0.01 0.13 -0.10
H -2.2869 0.0902 0.6954 0.11 -0.03 -0.01
H -2.1931 -0.5463 -0.9413 0.03 -0.01 0.10
H -0.4780 0.8713 -1.6264 -0.02 0.00 0.12
H -1.5041 1.9236 -0.6744 0.10 -0.14 0.05
```
Positions in Å, forces in eV/Å.

Results
lowest unoccupied orbital energy: 1.1 eV
frontier orbital gap: 10.26 eV
net charge: 0
structure (SMILES): C1=CCOCCC1
relative energy (zero: lowest compared OMol25 entry of this formula, charge and spin): 0.692 eV
E: -309.81693 hartree
HOMO: -9.14 eV

# 7
This record from OMol25 describes one molecule with the formula C6H10O. The level of theory is ωB97M-V/def2-TZVPD.

Geometry as XYZ:
```
17
Properties=species:S:1:pos:R:3:forces:R:3
C 1.8268 0.3507 0.1073 0.01 0.01 -0.01
C 0.3341 0.1602 -0.0819 0.11 0.11 0.23
C -0.2497 -1.2081 0.3172 0.00 -0.08 0.10
C -0.7697 -1.2367 -1.1220 -0.24 -0.28 -0.08
C -1.8990 1.4717 0.5505 0.31 -0.23 0.05
C -0.4487 1.3959 0.3931 -0.14 0.10 -0.15
O 0.0101 -0.0847 -1.4733 0.04 0.09 -0.13
H 2.1634 1.2610 -0.4008 -0.06 -0.11 0.06
H 2.3746 -0.4978 -0.3132 -0.09 0.10 0.06
H 2.0742 0.4383 1.1722 -0.05 -0.02 -0.15
H -0.9899 -1.2305 1.1214 0.11 0.03 -0.14
H 0.5242 -1.9534 0.5164 -0.09 0.13 -0.02
H -0.5138 -2.1076 -1.7332 0.00 0.11 0.08
H -2.2633 0.4342 0.7260 0.05 0.16 -0.03
H -1.8456 -1.0382 -1.2188 0.13 -0.03 0.01
H -0.0254 2.3027 -0.0583 -0.02 -0.09 0.09
H -0.3026 1.5422 1.4973 -0.05 0.00 0.02
```
Positions in Å, forces in eV/Å.

Results
lowest unoccupied orbital energy: -0.1 eV
frontier orbital gap: 8.57 eV
net charge: 0
relative energy (zero: lowest compared OMol25 entry of this formula, charge and spin): 4.512 eV
E: -309.67655 hartree
HOMO: -8.64 eV

# 8
This record from OMol25 describes C6H10O2 as an isolated structure in a non-equilibrium geometry. The level of theory is ωB97M-V/def2-TZVPD.

Geometry as XYZ:
```
18
Properties=species:S:1:pos:R:3:forces:R:3
C 1.4581 0.3134 0.9802 -0.58 5.36 0.89
C 0.5711 -0.4935 0.2635 -4.80 -3.37 -3.99
C 1.3243 -0.9960 -0.9710 2.78 3.08 -2.03
C 0.2239 0.0287 -1.1739 -1.82 -2.86 -0.64
C -1.1881 1.0962 -0.0712 -0.39 4.11 2.25
C -1.0753 -0.2891 0.4953 1.09 0.18 -0.11
H 2.0485 -0.1740 1.7161 0.49 -0.24 0.76
H 2.0818 0.7469 0.1319 -0.28 0.49 2.10
H 0.7411 1.1710 1.4107 2.27 -1.40 -0.27
H 2.4151 -0.4124 -0.9060 -2.65 -2.61 -0.54
H 1.2805 -1.7815 -1.7337 -0.03 -0.31 1.02
H -0.7642 -0.6985 -1.4230 2.96 2.09 -0.42
H -1.1593 1.9626 0.6663 0.97 -1.06 -0.18
H -2.1757 1.3341 -0.3409 -1.57 -0.60 -1.31
H -1.2357 -0.3870 1.5550 -0.46 0.38 0.57
H -2.1514 -1.7910 0.7686 -0.85 2.67 -5.25
O -0.2617 1.3671 -1.1210 1.26 -1.43 0.19
O -2.1331 -0.9969 -0.2469 1.60 -4.49 6.97
```
Positions in Å, forces in eV/Å.

Results
lowest unoccupied orbital energy: 0.1 eV
frontier orbital gap: 8.41 eV
net charge: 0
relative energy (zero: lowest compared OMol25 entry of this formula, charge and spin): 9.088 eV
E: -384.76843 hartree
HOMO: -8.26 eV

Q: HOMO of number 4 (C6H10O)?
A: -8.94 eV